Molecular formula: C27H43Cl12N4O4S
Method: DFT, wB97M-V/def2-TZVPD

Computed properties:
lowest unoccupied orbital energy: -2.76 eV
electronic energy: -7494.37572 Ha
frontier orbital gap: 8.59 eV
highest occupied orbital energy: -11.35 eV
net charge: +1

Each line ends with the Löwdin charge.
Atoms and positions in Å:
C: -5.11595 1.44229 -1.41028  0.07
C: -3.93704 0.84185 -1.52686  -0.05
C: -2.34935 0.46440 -1.61004  -0.11
N: -1.59191 0.89490 -0.40362  -0.04
C: -1.44842 2.36127 -0.33899  -0.05
C: -1.95933 3.52736 -1.30433  -0.12
C: -1.08824 3.74328 -2.64652  -0.20
C: 0.45518 4.13779 -2.37398  -0.07
C: 1.49237 2.96187 -2.81540  -0.31
O: 1.09235 1.78624 -3.15202  0.00
O: 2.88894 3.36126 -2.84319  -0.07
C: 3.74554 2.20058 -3.07000  -0.21
C: 3.83746 1.23962 -1.74319  -0.08
N: -0.71862 2.52975 0.91302  0.16
C: -0.49581 1.20445 1.49198  -0.17
N: 0.15029 1.03613 2.66830  -0.05
C: 0.49396 -0.21975 3.35676  -0.16
C: -0.53958 -0.50625 4.59395  -0.10
C: -1.45847 -0.47970 5.55353  0.07
C: 0.51904 2.39070 3.28208  -0.17
C: 1.22396 2.32284 4.71813  -0.20
C: 1.71418 3.79000 5.18874  -0.09
C: 1.03468 5.02156 4.40746  -0.37
O: -0.00464 5.64872 4.79779  0.05
O: 1.68628 5.44449 3.17164  0.01
N: -1.05281 0.16482 0.64880  -0.01
C: -1.18238 -1.30229 0.71271  -0.42
S: -2.34542 -1.91118 2.08166  0.80
C: -1.87395 -3.73809 2.19970  -0.48
C: -1.52150 -4.38364 0.74100  -0.18
H: -6.05043 2.07604 -1.68149  0.07
H: -2.24379 -0.63464 -1.91408  0.08
H: -1.92549 1.07648 -2.50991  0.13
H: -1.90880 4.53128 -0.70964  0.11
H: -3.06594 3.43153 -1.63928  0.11
H: -1.19614 2.86639 -3.41017  0.12
H: -1.56375 4.65973 -3.19304  0.06
H: 0.71023 5.04762 -3.06061  0.14
H: 0.58773 4.47691 -1.28316  0.13
H: 4.82068 2.62575 -3.23147  0.14
H: 3.48180 1.61074 -4.02482  0.13
H: 4.23652 0.20278 -2.08153  -0.02
H: 4.48863 1.73948 -0.93824  0.06
H: 2.76822 1.04135 -1.33481  0.08
H: 0.50663 -1.18254 2.74212  0.10
H: 1.54294 -0.22404 3.87466  0.11
H: -1.91655 -0.32055 6.60852  0.07
H: -0.49178 2.95182 3.45276  0.16
H: 1.22950 2.98614 2.57752  0.10
H: 0.48570 1.91915 5.52794  0.12
H: 2.15174 1.62956 4.78589  0.08
H: 1.63089 3.96688 6.33772  0.14
H: 2.86101 3.85435 4.96765  0.12
H: 2.60397 5.04797 3.13414  0.10
H: -1.61436 -1.80433 -0.24846  0.05
H: -0.11651 -1.77279 0.80888  0.11
H: -0.89575 -3.85606 2.82765  0.09
H: -2.71596 -4.37694 2.64944  0.09
H: -2.35521 -4.19091 -0.04256  0.05
H: -0.51041 -4.03494 0.31721  0.06
H: -1.47226 -5.53625 0.87009  0.07
C: -1.17219 -4.25543 -3.30580  -1.00
Cl: -0.57304 -2.76025 -2.57398  0.54
Cl: -2.85467 -4.55654 -2.85611  0.53
H: -1.10518 -4.17046 -4.39041  0.04
H: -0.55896 -5.08826 -2.96262  -0.01
C: -2.72909 -8.20251 -4.24987  -1.04
Cl: -1.16093 -7.69788 -3.60829  0.49
Cl: -2.59364 -8.71685 -5.93504  0.52
H: -3.10395 -9.03486 -3.65406  0.01
H: -3.42287 -7.36363 -4.18977  0.01
C: 5.14404 1.77292 2.02814  -0.98
Cl: 5.69635 3.28567 2.75571  0.53
Cl: 3.47351 1.41807 2.48789  0.61
H: 5.20215 1.85910 0.94354  0.00
H: 5.78567 0.96027 2.36869  0.04
C: 4.66917 -3.21339 -2.84948  -1.00
Cl: 2.93893 -3.06657 -2.51562  0.48
Cl: 5.47021 -1.64208 -2.73519  0.56
H: 5.11524 -3.89357 -2.12392  0.03
H: 4.80397 -3.60818 -3.85643  0.03
C: -1.72657 -8.61350 0.41447  -1.01
Cl: -0.06912 -8.50720 -0.19055  0.50
Cl: -2.89623 -8.22477 -0.85317  0.52
H: -1.91067 -9.62825 0.76722  0.03
H: -1.84898 -7.90921 1.23739  0.01
C: -3.38400 7.01194 -1.04558  -1.01
Cl: -1.82943 7.56138 -0.40959  0.52
Cl: -3.23918 6.50421 -2.73353  0.55
H: -3.73194 6.16756 -0.45007  0.02
H: -4.10247 7.82908 -0.98170  0.03